No. 1
C2H2FMgOTl | ωB97M-V/def2-TZVPD

The expectation value of S² is 0.7513. The HOMO energy (spin up / spin down) comes out at -10.68 / -12.69 eV. Its relative energy (zero: lowest compared OMol25 entry of this formula, charge and spin) is 65.93 kcal/mol. The calculation puts the maximum force at 0.0805 hartree/bohr.

Geometry as ORCA input:
```
! wB97M-V def2-TZVPD RIJCOSX def2/J DEFGRID3
* xyz 1 2
C -0.130 -1.172 -0.138
O 0.256 1.090 -0.226
Mg 2.191 0.634 0.268
F 1.286 -1.271 -0.085
H -0.610 -2.071 0.232
H -0.329 1.046 -1.304
Tl -2.022 1.697 1.543
C -0.642 0.047 -0.291
*
```

Löwdin charges, unit e, in atom order: -0.13, -0.48, 0.91, -0.17, 0.11, 0.26, 0.98, -0.48



No. 2
C7H13N2O4 | ωB97M-V/def2-TZVPD

The HOMO energy comes out at -10.89 eV. Its SMILES is C[C@@H](C[NH3+])OOn1c(O)ccc1O. Its relative energy (zero: lowest compared OMol25 entry of this formula, charge and spin) is 109.38 kcal/mol. The calculation puts the maximum force at 0.0291 hartree/bohr.

Geometry as ORCA input:
```
! wB97M-V def2-TZVPD RIJCOSX def2/J DEFGRID3
* xyz 1 1
C 0.554 -1.629 -1.093
C 1.022 3.421 1.399
C 0.648 3.107 2.741
H 0.891 -0.343 -2.709
O 0.786 -0.053 1.251
H 0.026 1.408 4.641
C 0.506 1.759 2.832
H -1.872 -3.032 -0.801
H 0.733 0.462 -1.236
O -0.548 -0.403 0.655
H -2.252 -1.323 -1.097
H -0.101 -2.401 0.821
N 0.382 -0.345 -1.822
C 1.101 2.252 0.726
H 0.379 -2.469 -1.764
N 0.820 1.214 1.598
C -1.865 -2.035 -0.372
H 0.504 3.821 3.526
H 1.574 -1.677 -0.711
H -2.529 -2.023 0.487
H -0.619 -0.188 -1.992
H 1.737 2.710 -1.016
O 1.382 1.924 -0.587
C -0.454 -1.672 0.081
O 0.168 0.920 3.821
H 1.204 4.404 1.015
*
```

Löwdin charges, unit e, in atom order: -0.09, 0.00, 0.00, 0.18, 0.06, 0.13, -0.30, 0.10, 0.12, -0.03, 0.08, 0.16, 0.19, -0.28, 0.14, -0.02, 0.00, 0.12, 0.14, 0.10, 0.17, 0.14, 0.05, -0.38, 0.13, 0.12



No. 3
C30H52N8O10 | ωB97M-V/def2-TZVPD

The expectation value of S² is 0.7682. The HOMO energy (spin up / spin down) comes out at -1.51 / -5.09 eV. The calculation puts the maximum force at 0.0847 hartree/bohr.

Geometry as ORCA input:
```
! wB97M-V def2-TZVPD RIJCOSX def2/J DEFGRID3
* xyz -1 2
H 3.799 -0.302 -3.825
H -2.793 -0.567 3.300
C -1.993 1.930 -4.801
H -3.135 -3.000 1.640
N 1.077 -3.073 4.060
C -2.495 3.516 0.657
C 3.711 1.088 4.391
O 5.102 0.024 -2.279
H -4.861 1.448 1.074
H 0.060 1.502 0.657
H -2.514 2.871 -4.701
H -3.675 0.950 -4.250
C 1.327 1.448 -1.443
H 3.719 1.400 5.425
H -0.247 -2.538 5.521
H 1.458 -1.006 4.061
H -3.567 -1.697 -1.719
H 4.942 -1.206 2.302
C -2.414 0.388 3.662
H 1.753 -1.226 -1.734
C 0.092 0.446 0.346
O 1.542 3.752 3.278
O 0.245 -4.562 5.628
N 0.639 0.350 -0.862
H -2.716 2.973 4.347
C 2.093 -3.884 3.474
H 1.607 2.251 -0.761
C -3.251 2.266 4.981
H -2.164 1.694 -1.380
C -2.684 0.784 -4.648
H -3.563 0.838 -0.759
N 1.407 0.560 -5.533
O 2.426 3.378 5.227
H -0.306 -1.516 -5.203
C 5.362 -0.327 -5.935
N 5.723 -0.151 -4.505
C 2.992 1.927 3.539
H 5.910 -1.175 -6.348
C -0.657 1.941 -5.033
H 5.687 0.564 -6.473
O -5.890 1.063 4.220
H 2.315 1.162 -1.805
H 2.275 -4.719 4.150
H -5.632 -4.031 -0.827
H 7.181 1.341 -4.773
C 3.530 0.392 1.691
H 3.550 0.116 0.647
C 0.298 -3.411 5.130
O -1.355 3.437 0.216
H 0.288 -0.776 -2.632
H 0.730 1.827 -2.272
C -0.035 0.669 -5.214
O -0.374 -0.521 0.940
H 4.305 -0.473 -6.158
O 1.841 -0.483 -5.965
C 0.951 -1.744 3.440
C 7.154 0.310 -4.422
C 4.366 -0.073 3.971
H -4.099 2.769 5.446
H -3.757 2.150 -1.937
H -2.118 -3.710 0.433
H -5.533 2.582 -0.031
C -0.760 -0.542 -5.102
H -4.762 -0.418 3.387
H -1.585 0.131 4.322
H -0.083 -1.399 3.422
H 0.196 -1.682 -1.021
N -3.563 1.029 4.252
H 1.273 -1.749 2.399
O -5.302 -4.345 1.209
H -0.076 2.848 -5.114
C -2.859 -2.925 0.588
H 7.558 0.368 -3.412
N 2.333 3.121 4.044
C -3.198 1.820 -1.061
O 2.119 1.558 -5.362
C -3.860 -2.747 -1.689
C 4.835 -0.120 -3.499
C -4.737 2.466 0.705
H -2.006 0.983 2.845
H 7.742 -0.400 -5.004
H 1.818 -4.077 2.437
H -2.591 -1.382 -4.508
H 4.942 -0.634 4.691
H 2.956 -3.219 3.461
H -3.272 -3.465 -2.259
C -2.084 -0.465 -4.772
H -4.981 3.160 1.510
H 2.382 2.192 1.449
N -3.427 2.681 0.142
H -2.473 -1.916 0.444
C 0.706 -0.942 -1.638
C -4.807 0.527 3.950
C -5.080 -3.813 0.101
H -2.570 1.999 5.788
C 2.926 1.583 2.156
C 4.313 -0.380 2.597
H -2.877 4.147 1.474
N -3.994 -3.185 -0.279
H -4.782 -2.747 -2.270
*
```

Löwdin population analysis, charges in e, atoms 1 to 99: 0.11, 0.07, -0.10, 0.09, -0.20, -0.31, -0.06, -0.04, 0.08, 0.13, 0.12, 0.11, -0.07, 0.09, 0.13, 0.09, 0.07, 0.07, -0.07, 0.09, -0.34, -0.13, -0.05, -0.16, 0.09, -0.05, 0.10, -0.03, 0.07, -0.08, 0.07, -0.34, -0.09, 0.12, -0.06, -0.17, -0.17, 0.08, 0.01, 0.08, -0.03, 0.08, 0.09, 0.13, 0.09, -0.10, 0.08, -0.30, 0.00, 0.06, 0.08, -0.11, -0.03, 0.06, 0.06, -0.05, -0.03, -0.12, 0.08, 0.07, 0.10, 0.08, -0.02, 0.13, 0.09, 0.05, 0.08, -0.18, 0.08, -0.02, 0.12, -0.03, 0.08, -0.47, -0.02, 0.06, -0.05, -0.33, -0.08, 0.09, 0.08, 0.09, 0.10, 0.09, 0.08, 0.09, -0.06, 0.09, 0.07, -0.17, 0.07, 0.02, -0.33, -0.36, 0.09, -0.03, -0.15, 0.14, -0.18



No. 4
C37H36MnN4O5S | ωB97M-V/def2-TZVPD

The expectation value of S² is 8.7580. The HOMO energy (spin up / spin down) comes out at -6.85 / -7.07 eV. Its relative energy (zero: lowest compared OMol25 entry of this formula, charge and spin) is 39.11 kcal/mol. The calculation puts the maximum force at 0.0310 hartree/bohr.

Geometry as ORCA input:
```
! wB97M-V def2-TZVPD RIJCOSX def2/J DEFGRID3
* xyz 0 6
C 2.768 1.539 -5.005
H 6.295 -4.037 -3.213
H -1.512 4.162 -5.244
N -2.430 4.468 -4.980
H 0.956 2.482 1.205
C -2.191 -1.202 2.210
H 2.039 0.982 3.628
C 3.965 3.580 -4.587
H -2.700 0.379 -3.288
S 2.079 -0.287 -3.039
C -0.883 2.884 -3.085
O 0.151 -1.148 -1.208
H 2.034 -5.229 -1.289
H 4.669 3.871 -2.582
C -2.233 -0.012 3.011
C 1.966 -0.317 0.746
N -0.669 1.986 -0.867
C 2.095 1.206 2.559
C 1.093 -3.318 -1.317
O -3.083 0.152 -0.402
H 1.504 0.452 0.101
C -1.761 2.709 -0.533
C -3.646 -0.080 -1.459
H 0.339 -3.593 -2.044
H -5.393 0.472 -2.577
H 3.140 3.042 -6.491
H 2.211 0.873 -5.653
C 5.605 -2.206 -2.340
C 4.594 -1.260 -2.302
O -3.867 4.973 -3.325
H -4.782 -2.852 3.698
C 0.802 1.962 2.154
H -5.510 0.753 -0.817
C -1.211 0.995 2.918
C -0.245 2.123 -2.132
H 0.664 1.601 -2.378
H -3.051 -3.144 1.955
C 1.062 -2.005 -0.810
H 3.685 -2.284 1.349
H 4.671 -0.408 -1.640
H -3.350 4.023 -1.120
C -3.249 0.136 3.971
H -0.440 2.926 -4.071
O -1.340 -1.366 1.253
C -5.130 0.090 -1.591
H 4.300 -4.328 -4.635
N -0.309 1.045 2.005
C 4.140 3.214 -3.259
C 2.051 -1.648 0.150
H 2.951 1.876 2.414
H -2.038 2.672 0.515
C -2.856 4.406 -3.686
H -2.875 5.156 -5.565
C 2.978 -2.592 0.589
C 3.279 2.746 -5.459
H -4.947 -0.714 4.947
H 3.699 -4.603 0.430
C -3.123 -2.224 2.521
H 4.350 4.529 -4.936
C -4.172 -0.852 4.205
H -3.458 -1.219 -3.276
C -2.474 3.470 -1.428
H 0.612 2.705 2.940
C 2.036 -4.225 -0.882
C 5.500 -3.303 -3.184
H 3.721 1.732 -1.757
C 3.496 -1.415 -3.134
H -1.921 -0.936 -2.403
H -1.210 1.747 3.719
C 3.374 -2.513 -3.965
C -4.082 -2.052 3.487
N 2.357 -0.061 1.921
H 2.490 -2.602 -4.582
C 4.384 -3.463 -3.991
C 3.621 2.013 -2.799
Mn -0.851 0.066 0.047
C -2.890 -0.509 -2.677
H 6.476 -2.094 -1.707
H -5.608 -0.884 -1.468
H -3.293 1.064 4.532
C 2.982 -3.873 0.078
C 2.953 1.176 -3.682
C -2.053 3.567 -2.755
O 1.167 -0.694 -4.127
*
```

Löwdin charges, unit e, in atom order: -0.07, 0.10, 0.09, 0.18, 0.09, -0.36, 0.11, -0.09, 0.10, 0.98, 0.02, -0.26, 0.10, 0.11, -0.15, -0.15, 0.01, -0.21, -0.02, 0.02, 0.10, -0.10, -0.44, 0.12, 0.09, 0.10, 0.11, -0.08, -0.08, 0.07, 0.10, -0.22, 0.09, -0.09, -0.09, 0.07, 0.11, -0.42, 0.11, 0.10, 0.13, -0.06, 0.11, -0.14, 0.00, 0.10, -0.04, -0.08, -0.16, 0.11, 0.12, -0.49, 0.12, -0.05, -0.08, 0.09, 0.09, -0.01, 0.10, -0.12, 0.10, 0.02, 0.11, -0.09, -0.08, 0.10, -0.34, 0.07, 0.13, -0.07, -0.09, 0.06, 0.11, -0.07, -0.09, 0.86, 0.02, 0.11, 0.10, 0.11, -0.10, -0.36, -0.11, -0.48



No. 5
C34H36N5O3SSeW | ωB97M-V/def2-TZVPD

The expectation value of S² is 0.7614. The HOMO energy (spin up / spin down) comes out at -13.66 / -13.65 eV. Its relative energy (zero: lowest compared OMol25 entry of this formula, charge and spin) is 0.00 kcal/mol. The calculation puts the maximum force at 0.0203 hartree/bohr.

Geometry as ORCA input:
```
! wB97M-V def2-TZVPD RIJCOSX def2/J DEFGRID3
* xyz 2 2
O 0.097 0.594 2.732
H 5.871 0.685 -4.125
H 2.556 -6.372 -0.671
H 1.118 -4.384 -0.975
O 1.373 -1.087 1.278
H 3.873 1.993 -4.648
C -4.209 2.414 -1.137
C -2.146 1.471 -0.432
H -2.224 2.628 5.894
H -1.286 4.856 5.239
N -0.461 -0.852 -0.295
C 3.584 -5.558 1.029
N 4.226 -1.327 -1.117
C -1.560 -0.827 -0.995
C 1.976 -3.328 0.688
C -3.011 2.556 -0.462
H 4.891 2.026 3.165
H 6.758 3.729 2.043
H 3.118 0.843 2.001
H -4.899 3.246 -1.170
C -3.681 0.154 -1.755
C 6.001 -3.107 -0.781
C 5.355 2.386 1.078
C 5.212 -2.019 -0.419
C -2.462 0.268 -1.067
C 2.656 -5.525 -0.006
H -1.794 -1.742 -1.530
H 0.296 5.009 3.341
C -1.002 3.965 4.697
H 5.943 -3.559 -1.761
S 1.349 2.848 1.608
C 1.848 -4.416 -0.178
C 3.762 0.928 -4.446
H -3.932 -0.776 -2.249
C 3.723 -0.380 -0.315
H -5.489 1.143 -2.310
H -1.474 0.598 4.569
C 2.901 -3.365 1.728
C 6.162 -1.917 1.813
C 0.245 2.913 2.938
H 3.689 0.417 -5.408
N 0.191 -2.095 -0.381
O -0.959 1.591 0.190
C 5.176 1.453 2.278
H 2.968 -2.534 2.418
C 3.702 -4.483 1.898
C -0.122 4.060 3.644
H 4.413 -4.517 2.712
H 4.718 -1.592 -4.455
H 3.767 -2.722 -2.556
C -4.548 1.221 -1.784
H 6.082 1.954 0.385
H 4.207 -6.432 1.164
C 5.286 -1.443 0.840
H 4.414 2.462 0.524
C 6.950 -2.989 1.455
N -0.295 1.750 3.343
C 4.921 -1.126 -3.488
N 4.336 -0.428 0.877
H 5.081 4.258 2.136
C 1.131 -2.143 0.492
H 7.653 -3.393 2.171
H 5.978 4.418 0.625
W 0.574 0.659 0.811
H 2.885 -1.211 -2.697
C -1.154 1.610 4.375
H 6.124 0.970 2.527
H -2.738 3.483 0.024
H 4.971 0.863 -2.649
C 6.870 -3.578 0.181
H 2.806 0.794 -3.934
H 4.064 -0.311 2.912
C 5.819 3.777 1.491
C 4.939 0.393 -3.640
H 6.230 -1.472 2.796
Se 2.430 0.869 -0.923
C -1.531 2.724 5.071
C 4.107 0.388 2.074
C 3.870 -1.638 -2.509
H 5.901 -1.491 -3.171
H 7.510 -4.418 -0.050
*
```

Löwdin charges, unit e, in atom order: -0.26, 0.12, 0.12, 0.12, -0.25, 0.08, -0.02, -0.27, 0.13, 0.13, -0.13, -0.05, 0.01, 0.01, -0.16, 0.02, 0.12, 0.08, 0.03, 0.12, 0.01, 0.02, -0.26, -0.14, -0.14, -0.05, 0.15, 0.13, 0.00, 0.12, 0.72, -0.02, -0.11, 0.13, -0.54, 0.12, 0.16, -0.02, 0.01, -0.58, 0.08, 0.12, -0.27, -0.17, 0.11, -0.06, -0.03, 0.11, 0.13, 0.13, -0.04, 0.11, 0.12, -0.15, 0.06, -0.05, -0.15, -0.17, 0.01, 0.07, -0.40, 0.12, 0.08, 1.41, 0.09, 0.03, 0.12, 0.13, 0.09, -0.04, 0.03, 0.13, -0.09, -0.25, 0.12, 0.84, 0.00, -0.15, -0.13, 0.11, 0.12



No. 6
C7H8AuN4O7S4 | ωB97M-V/def2-TZVPD

The expectation value of S² is 2.0108. The HOMO energy (spin up / spin down) comes out at -5.51 / -5.47 eV. Its relative energy (zero: lowest compared OMol25 entry of this formula, charge and spin) is 0.00 kcal/mol. The calculation puts the maximum force at 0.0130 hartree/bohr.

Geometry as ORCA input:
```
! wB97M-V def2-TZVPD RIJCOSX def2/J DEFGRID3
* xyz -1 3
N -2.948 3.918 -0.937
C -0.628 2.811 -0.793
O 0.695 -3.444 -0.574
O 0.284 -4.389 -2.803
O 0.935 -0.593 2.000
H 2.695 3.543 -0.654
C -2.040 -1.406 1.030
H -0.627 -2.434 2.046
S -1.089 -1.949 -2.115
O 3.145 0.030 2.785
H -2.169 0.571 1.257
O 2.806 -0.849 0.500
O 2.059 1.389 1.100
N -1.786 -0.263 1.673
S 2.278 -0.090 1.656
C -1.912 3.413 -0.880
H -1.363 0.828 -1.074
N 0.677 0.813 -0.799
C 0.578 3.596 -0.746
C 1.766 2.990 -0.627
H 0.511 4.669 -0.876
C 1.844 1.529 -0.371
S -0.311 -3.857 -1.614
H -1.531 -3.356 0.888
S -3.135 -1.445 -0.300
H -0.877 -0.160 2.125
O -1.393 -4.600 -1.015
N -1.434 -2.509 1.436
C -0.493 1.445 -0.871
Au 0.737 -1.273 -0.638
H 2.726 1.071 -0.810
*
```

Löwdin charges, unit e, in atom order: 0.11, -0.25, -0.51, -0.35, -0.40, 0.10, -0.92, 0.11, 0.40, -0.28, 0.09, -0.39, -0.21, 0.13, 0.41, -0.24, 0.07, -0.09, -0.05, -0.03, 0.11, -0.36, 0.14, 0.07, 0.61, 0.08, -0.38, 0.13, -0.15, 0.90, 0.13



No. 7
C5H13NO3 | ωB97M-V/def2-TZVPD

The HOMO energy comes out at -9.19 eV. Its SMILES is CC(C)COC(N)(O)O. Its relative energy (zero: lowest compared OMol25 entry of this formula, charge and spin) is 44.52 kcal/mol. The calculation puts the maximum force at 0.0681 hartree/bohr.

Geometry as ORCA input:
```
! wB97M-V def2-TZVPD RIJCOSX def2/J DEFGRID3
* xyz 0 1
C 0.330 -1.321 -0.165
C -1.149 -0.549 -0.701
H -0.102 -0.013 -2.528
C 1.658 0.605 0.837
C -2.289 -0.044 0.187
O 1.451 -0.562 -0.288
H 0.397 -2.157 -0.864
H 2.422 1.558 -0.615
O 0.482 1.252 0.927
H 1.770 0.408 2.903
H -2.059 0.955 0.555
H 0.112 -1.620 0.871
H -0.525 1.362 -1.494
O 2.665 1.349 0.295
H -1.757 0.546 -2.482
H 2.894 -0.554 1.934
H -0.277 0.553 0.967
H -1.553 -1.463 -1.147
H -2.433 -0.712 1.037
H -3.215 0.010 -0.389
C -0.869 0.395 -1.867
N 2.049 0.003 2.027
*
```

Löwdin charges, unit e, in atom order: -0.20, -0.37, 0.08, -0.68, -0.10, -0.11, 0.11, 0.12, 0.06, 0.10, 0.07, 0.11, 0.07, 0.09, 0.07, 0.12, 0.12, 0.11, 0.08, 0.08, -0.09, 0.16



> The highest maximum force belongs to which entry?

C30H52N8O10